{"formula": "C32H89BMnN6O11", "method": "ωB97M-V/def2-TZVPD", "elements": ["Mn", "C", "C", "O", "H", "H", "H", "H", "H", "B", "H", "H", "H", "H", "C", "O", "C", "C", "N", "C", "C", "O", "C", "H", "H", "H", "H", "H", "H", "H", "H", "H", "H", "H", "H", "H", "H", "H", "C", "O", "C", "C", "N", "C", "C", "O", "C", "H", "H", "H", "H", "H", "H", "H", "H", "H", "H", "H", "H", "H", "H", "H", "C", "C", "O", "O", "H", "H", "H", "H", "H", "H", "C", "C", "C", "O", "C", "N", "H", "H", "H", "H", "H", "H", "H", "H", "H", "H", "H", "C", "C", "C", "O", "C", "N", "H", "H", "H", "H", "H", "H", "H", "H", "H", "H", "H", "C", "C", "C", "O", "C", "N", "H", "H", "H", "H", "H", "H", "H", "H", "H", "H", "H", "C", "C", "C", "O", "C", "N", "H", "H", "H", "H", "H", "H", "H", "H", "H", "H", "H"], "coordinates": [[0.581, -3.338, -0.634], [-3.755, -6.294, -0.277], [-3.549, -5.012, 0.438], [-2.268, -4.582, 0.740], [-3.370, -7.158, 0.264], [-3.422, -6.256, -1.314], [-4.836, -6.421, -0.327], [-4.120, -5.163, 1.354], [-4.113, -4.257, -0.109], [0.664, -0.368, -0.845], [0.533, 0.701, -0.911], [0.077, -0.803, -0.051], [0.314, -0.846, -1.746], [1.715, -0.612, -0.813], [-10.159, 2.041, 3.648], [-9.002, 1.255, 3.591], [-8.754, 0.893, 2.316], [-7.388, 0.176, 2.266], [-6.261, 1.020, 2.706], [-4.933, 0.314, 2.705], [-4.597, -0.512, 3.956], [-4.715, 0.167, 5.216], [-4.188, -0.550, 6.329], [-11.083, 1.526, 3.383], [-10.273, 2.993, 3.131], [-10.219, 2.280, 4.710], [-8.756, 1.763, 1.659], [-9.490, 0.214, 1.887], [-7.234, -0.390, 1.348], [-7.502, -0.640, 2.979], [-6.405, 1.119, 3.700], [-4.061, 0.967, 2.739], [-4.780, -0.324, 1.834], [-3.619, -0.973, 3.817], [-5.212, -1.409, 4.028], [-4.769, -1.461, 6.472], [-4.406, 0.133, 7.150], [-3.111, -0.721, 6.330], [6.063, -3.576, -6.462], [5.167, -2.964, -5.518], [5.459, -3.288, -4.162], [4.353, -2.872, -3.112], [3.246, -3.860, -3.069], [2.590, -3.849, -4.396], [1.259, -4.672, -4.375], [0.239, -3.988, -3.559], [-0.743, -3.404, -4.280], [6.043, -4.658, -6.326], [7.090, -3.224, -6.372], [5.588, -3.242, -7.384], [6.380, -2.821, -3.813], [5.601, -4.369, -4.151], [4.047, -1.830, -3.196], [4.776, -2.842, -2.108], [3.769, -4.722, -3.015], [3.202, -4.224, -5.216], [2.321, -2.837, -4.700], [1.343, -5.702, -4.028], [0.909, -4.723, -5.406], [-0.373, -2.525, -4.809], [-1.602, -3.135, -3.665], [-1.275, -4.084, -4.945], [-4.097, 1.338, -2.839], [-5.107, 1.458, -3.979], [-4.929, 0.508, -4.984], [-2.770, 1.667, -3.345], [-4.192, 0.307, -2.498], [-4.287, 2.038, -2.025], [-5.114, 2.448, -4.435], [-6.119, 1.357, -3.587], [-4.314, 0.918, -5.597], [-2.062, 1.423, -2.746], [3.163, 2.883, -4.537], [2.951, 4.029, -5.570], [1.650, 4.772, -5.138], [1.207, 5.518, -6.307], [-0.084, 5.943, -6.149], [4.111, 4.860, -5.668], [2.354, 2.153, -4.542], [3.371, 3.242, -3.529], [4.064, 2.308, -4.751], [2.736, 3.574, -6.537], [1.721, 5.432, -4.274], [0.907, 4.002, -4.929], [-0.807, 5.177, -5.869], [-0.557, 6.395, -7.021], [-0.147, 6.694, -5.361], [3.761, 5.686, -6.134], [4.449, 5.206, -4.781], [0.363, 7.986, 3.552], [-0.398, 6.700, 3.920], [-0.335, 5.543, 2.901], [-0.788, 5.974, 1.581], [-0.671, 5.013, 0.559], [0.149, 6.243, 5.226], [1.411, 7.825, 3.302], [0.254, 8.715, 4.355], [-0.156, 8.349, 2.666], [-1.447, 6.975, 4.028], [-0.994, 4.696, 3.091], [0.676, 5.136, 2.893], [0.378, 4.867, 0.298], [-1.185, 5.390, -0.325], [-1.137, 4.059, 0.804], [0.187, 7.071, 5.804], [1.144, 6.103, 5.122], [4.055, -5.079, 3.243], [3.413, -5.077, 1.857], [2.710, -6.450, 1.577], [2.064, -6.442, 0.302], [1.553, -7.731, 0.041], [2.450, -3.981, 1.812], [4.743, -4.255, 3.432], [4.718, -5.944, 3.282], [3.364, -5.087, 4.086], [4.112, -4.862, 1.048], [2.098, -6.873, 2.374], [3.558, -7.119, 1.429], [0.865, -7.755, -0.804], [0.952, -8.082, 0.880], [2.367, -8.444, -0.092], [1.905, -4.136, 2.648], [2.957, -3.128, 2.003], [2.640, 0.924, 4.008], [4.057, 1.427, 3.559], [5.117, 1.436, 4.677], [4.742, 2.306, 5.792], [5.266, 3.647, 5.766], [4.351, 0.506, 2.491], [1.827, 1.073, 3.298], [2.334, 1.426, 4.926], [2.692, -0.131, 4.277], [4.074, 2.454, 3.194], [6.128, 1.744, 4.407], [5.224, 0.388, 4.959], [4.673, 4.276, 6.430], [5.312, 4.063, 4.759], [6.274, 3.571, 6.174], [3.783, 0.723, 1.685], [5.325, 0.571, 2.234]], "lowdin_charge": [1.280, -0.144, -0.548, -0.349, 0.065, 0.059, 0.063, 0.092, 0.084, -0.421, -0.061, -0.095, -0.104, -0.096, -0.124, -0.150, -0.291, -0.198, -0.033, -0.178, -0.235, -0.199, -0.107, 0.086, 0.089, 0.090, 0.121, 0.120, 0.116, 0.108, 0.084, 0.105, 0.114, 0.117, 0.109, 0.085, 0.086, 0.085, -0.082, -0.227, -0.208, -0.178, -0.052, -0.191, -0.141, -0.254, -0.169, 0.083, 0.086, 0.094, 0.116, 0.110, 0.122, 0.104, 0.095, 0.111, 0.128, 0.118, 0.114, 0.100, 0.095, 0.092, -0.206, -0.282, -0.052, -0.086, 0.116, 0.114, 0.117, 0.117, 0.086, 0.072, -0.068, -0.430, -0.166, -0.184, -0.171, 0.036, 0.073, 0.073, 0.067, 0.137, 0.128, 0.113, 0.083, 0.087, 0.085, 0.067, 0.071, -0.071, -0.410, -0.163, -0.209, -0.123, 0.020, 0.079, 0.073, 0.071, 0.134, 0.121, 0.116, 0.083, 0.086, 0.083, 0.054, 0.056, -0.063, -0.409, -0.187, -0.221, -0.114, 0.035, 0.081, 0.079, 0.087, 0.138, 0.133, 0.119, 0.091, 0.089, 0.088, 0.081, 0.077, -0.051, -0.434, -0.173, -0.209, -0.094, 0.012, 0.073, 0.066, 0.069, 0.124, 0.115, 0.119, 0.085, 0.080, 0.080, 0.077, 0.066], "spin_multiplicity": 6, "homo_lumo_gap_ev": [5.081, 4.977], "homo_energy_ha": [-0.2579, -0.2457], "lumo_ha": [-0.0712, -0.0628]}